1.
Computed, not measured: C30H26Cl2N3O4RuS2 as an isolated structure, with ωB97M-V/def2-TZVPD.

```
68
Properties=species:S:1:pos:R:3:nbo_charge:R:1
Ru -0.981 -0.353 0.483 0.849
C -1.042 0.345 3.392 -0.424
N -0.386 -0.660 2.526 -0.359
C -0.693 -2.018 3.035 -0.433
C 1.090 -0.465 2.589 -0.255
C 1.682 -0.887 1.286 -0.052
C 3.040 -0.978 1.039 -0.210
C 3.485 -1.280 -0.242 -0.123
C 2.594 -1.471 -1.295 -0.209
C 1.231 -1.408 -1.063 -0.222
C 0.795 -1.084 0.224 0.049
H -0.633 0.289 4.404 0.206
H -2.110 0.145 3.428 0.224
H -0.875 1.340 2.982 0.230
H -0.389 -2.088 4.082 0.205
H -0.154 -2.759 2.449 0.240
H -1.762 -2.201 2.967 0.218
H 1.507 -1.013 3.438 0.222
H 1.290 0.596 2.742 0.244
H 3.753 -0.807 1.837 0.231
H 4.548 -1.363 -0.427 0.233
H 2.961 -1.689 -2.288 0.238
H 0.523 -1.585 -1.862 0.259
O -0.620 -3.818 -1.793 -0.887
S -0.960 -3.856 -0.409 2.301
O -0.005 -4.305 0.555 -0.901
N -1.526 -2.336 0.090 -0.733
C -2.784 -2.366 0.437 0.162
S -3.279 -0.872 1.057 0.111
C -3.450 -3.664 0.299 -0.159
C -4.762 -4.014 0.560 -0.140
C -5.135 -5.335 0.342 -0.181
C -4.218 -6.271 -0.124 -0.159
C -2.897 -5.919 -0.389 -0.193
C -2.544 -4.609 -0.163 -0.223
H -5.473 -3.281 0.917 0.239
H -6.154 -5.641 0.536 0.237
H -4.536 -7.292 -0.286 0.238
H -2.183 -6.645 -0.754 0.249
Cl 1.876 2.743 1.153 0.017
C 2.848 2.307 -0.219 -0.074
C 4.202 2.095 -0.030 -0.216
C 4.990 1.689 -1.094 -0.209
C 4.415 1.480 -2.337 -0.223
C 3.065 1.725 -2.512 -0.065
Cl 2.360 1.454 -4.077 0.019
C 2.244 2.175 -1.472 0.176
N 0.885 2.449 -1.674 -0.659
C 0.392 3.769 -1.437 0.126
C 1.240 4.856 -1.266 -0.233
C 0.721 6.114 -1.009 -0.183
C -0.650 6.302 -0.934 -0.217
C -1.496 5.221 -1.124 -0.195
C -0.990 3.953 -1.374 0.024
C -1.923 2.796 -1.629 -0.542
C -1.605 1.571 -0.841 0.836
O -1.571 0.427 -1.367 -0.599
O -1.396 1.608 0.438 -0.618
H 4.626 2.243 0.954 0.237
H 6.050 1.528 -0.953 0.233
H 5.006 1.148 -3.179 0.241
H 0.571 2.074 -2.561 0.406
H 2.312 4.719 -1.333 0.223
H 1.393 6.951 -0.875 0.225
H -1.060 7.282 -0.734 0.226
H -2.569 5.361 -1.075 0.214
H -1.941 2.498 -2.680 0.248
H -2.943 3.084 -1.360 0.264
```

LUMO energy = -4.88 eV
E_HOMO = -10.65 eV
Total charge = +1
Molecular weight = 728.66 u



2.
Computed, not measured: a 11-piece molecular cluster, C44H70F24O22 overall in a non-equilibrium geometry, with ωB97M-V/def2-TZVPD.

```
160
Properties=species:S:1:pos:R:3:mulliken_charge:R:1
C -5.957 1.062 -2.877 -0.336
O -6.194 1.900 -4.020 -0.446
C -5.135 1.892 -4.973 -0.734
C -4.227 3.078 -4.691 -0.547
O -3.420 2.945 -3.519 -0.009
C -2.729 4.160 -3.160 -0.700
H -5.520 0.098 -3.137 0.381
H -6.935 0.917 -2.417 0.229
H -5.425 1.590 -2.086 0.012
H -5.745 2.062 -5.859 0.374
H -4.665 0.940 -5.217 0.394
H -4.825 3.989 -4.679 0.405
H -3.541 3.164 -5.534 0.333
H -2.032 3.919 -2.357 0.053
H -3.488 4.864 -2.819 0.283
H -2.186 4.549 -4.021 0.412
C -4.840 2.612 0.827 -0.270
O -4.582 4.037 0.964 -0.227
C -5.368 4.915 0.149 -0.058
C -4.856 6.297 0.386 -0.652
O -4.747 6.595 1.760 -0.263
C -4.611 7.992 1.960 -0.844
H -4.442 2.067 1.682 -0.034
H -4.435 2.185 -0.090 -0.156
H -5.907 2.398 0.900 0.510
H -6.445 4.798 0.269 0.311
H -5.062 4.523 -0.821 -0.119
H -5.469 7.031 -0.139 0.443
H -3.889 6.433 -0.097 0.301
H -3.608 8.278 1.642 0.342
H -4.569 8.155 3.037 0.266
H -5.373 8.675 1.584 0.313
C 1.686 1.475 2.022 0.063
O 2.901 2.204 1.651 -0.257
C 3.203 3.090 2.676 -0.466
C 3.631 4.433 2.012 -0.496
O 4.237 5.239 3.152 -0.393
C 4.587 6.434 2.649 -0.804
H 0.722 1.977 1.950 0.517
H 1.864 1.212 3.065 0.443
H 1.673 0.653 1.307 -0.888
H 4.029 2.741 3.295 0.201
H 2.423 3.266 3.416 0.364
H 2.681 4.955 1.900 0.294
H 4.225 4.404 1.098 0.417
H 5.085 7.021 3.422 0.309
H 3.702 7.065 2.563 0.322
H 5.109 6.512 1.695 0.294
C -6.038 -2.122 0.000 -1.366
C -5.726 -0.900 0.792 0.509
O -6.945 -0.361 1.429 -0.216
C -7.477 -0.871 2.515 0.439
O -7.039 -1.819 3.141 -0.575
C -8.892 -0.304 2.787 0.876
F -9.686 -1.264 2.840 -0.243
F -8.815 0.291 3.975 -0.271
F -9.243 0.553 1.873 -0.238
H -6.689 -1.916 -0.850 0.325
H -6.573 -2.783 0.682 0.445
H -5.098 -2.595 -0.284 0.329
H -5.197 -0.156 0.197 -0.191
H -4.942 -1.186 1.493 0.216
C 7.660 -7.790 -1.354 -1.196
C 7.661 -6.599 -2.261 -0.252
O 6.522 -5.756 -1.976 -0.064
C 5.306 -6.057 -2.451 0.099
O 5.043 -7.131 -2.967 -0.589
C 4.233 -4.977 -2.066 1.063
F 3.619 -4.673 -3.192 -0.263
F 3.340 -5.445 -1.145 -0.190
F 4.896 -3.958 -1.582 -0.243
H 6.874 -8.489 -1.639 0.330
H 7.678 -7.538 -0.293 0.306
H 8.588 -8.293 -1.622 0.405
H 7.631 -6.937 -3.297 0.319
H 8.538 -6.007 -2.001 0.294
C 1.802 4.640 -1.679 -1.043
C 2.293 3.219 -2.126 0.199
O 3.204 3.402 -3.187 -0.337
C 2.723 3.523 -4.462 0.401
O 1.526 3.455 -4.727 -0.531
C 3.784 3.637 -5.577 0.793
F 4.957 3.170 -5.053 -0.225
F 3.537 2.992 -6.771 -0.245
F 3.884 4.901 -5.840 -0.230
H 0.951 4.433 -1.030 0.276
H 1.592 5.253 -2.555 0.377
H 2.504 5.169 -1.035 0.264
H 1.512 2.530 -2.447 0.131
H 2.790 2.680 -1.319 0.198
C 0.852 -2.911 4.881 -1.464
C 0.997 -1.945 3.661 0.181
O 2.296 -1.358 3.713 -0.277
C 3.433 -1.779 3.131 0.430
O 3.501 -2.791 2.396 -0.601
C 4.620 -0.917 3.409 0.928
F 5.429 -1.551 4.349 -0.283
F 5.321 -0.683 2.302 -0.194
F 4.309 0.246 3.952 -0.255
H -0.192 -3.058 5.160 0.410
H 1.242 -2.312 5.704 0.376
H 1.469 -3.809 4.835 0.347
H 0.231 -1.170 3.695 0.233
H 0.913 -2.604 2.797 0.247
C 5.424 -1.079 -3.306 -0.947
C 6.690 -0.350 -3.239 -0.225
O 7.436 -0.876 -2.134 -0.323
C 8.050 -2.059 -2.229 0.568
O 8.077 -2.750 -3.238 -0.578
C 8.954 -2.345 -1.027 0.733
F 8.684 -3.614 -0.576 -0.217
F 10.210 -2.341 -1.467 -0.260
F 8.836 -1.526 -0.017 -0.237
H 4.835 -0.605 -4.091 0.449
H 4.829 -1.080 -2.392 0.137
H 5.536 -2.155 -3.442 0.260
H 6.387 0.696 -3.179 0.361
H 7.260 -0.598 -4.134 0.297
C 2.584 -1.482 -0.677 -1.291
C 1.109 -1.556 0.005 0.248
O 0.244 -0.704 -0.715 -0.332
C -1.005 -0.248 -0.237 0.217
O -1.534 -0.666 0.827 -0.639
C -1.686 0.768 -1.242 0.935
F -1.828 1.990 -0.663 -0.225
F -0.881 0.900 -2.289 -0.242
F -2.896 0.269 -1.527 -0.140
H 2.625 -1.556 -1.764 0.486
H 3.178 -2.261 -0.199 0.372
H 2.893 -0.502 -0.313 0.264
H 1.164 -1.415 1.084 -0.245
H 0.831 -2.583 -0.232 0.343
C -5.682 1.159 6.650 -1.077
C -4.382 0.568 6.043 -0.230
O -3.847 1.429 5.050 -0.170
C -2.667 1.098 4.394 0.149
O -2.088 0.024 4.556 -0.555
C -1.996 2.236 3.536 1.233
F -0.881 2.644 4.112 -0.243
F -1.684 1.767 2.355 -0.209
F -2.820 3.279 3.322 -0.241
H -6.348 1.140 5.787 0.162
H -5.670 2.195 6.990 0.328
H -6.120 0.635 7.499 0.365
H -4.705 -0.359 5.570 0.313
H -3.661 0.283 6.810 0.324
C -2.160 -9.293 -1.040 -1.085
C -0.965 -8.351 -1.000 -0.251
O -1.260 -7.105 -1.599 -0.253
C -0.379 -6.102 -1.494 0.292
O 0.653 -6.216 -0.882 -0.512
C -0.759 -4.734 -2.145 0.984
F -1.464 -4.938 -3.199 -0.272
F -1.638 -4.101 -1.346 -0.267
F 0.285 -3.964 -2.443 -0.179
H -2.117 -10.014 -0.223 0.333
H -2.209 -9.970 -1.892 0.295
H -3.020 -8.627 -0.964 0.297
H -0.097 -8.802 -1.481 0.317
H -0.561 -8.235 0.006 0.332
```

LUMO energy = 0.45 eV
E_HOMO = -9.61 eV
Molecular weight = 1406.97 u



3.
Computed, not measured: C37H49As3N5O3OsS2 as an isolated structure, with ωB97M-V/def2-TZVPD.

```
100
Properties=species:S:1:pos:R:3:mulliken_charge:R:1
Os 1.147 -0.523 -1.279 0.599
S 3.140 0.219 -1.717 -0.234
C 3.605 -0.269 -3.276 0.830
C 4.899 0.120 -3.739 -0.297
N 5.938 0.435 -4.116 -0.452
C 2.755 -1.066 -4.015 0.464
S 1.278 -1.584 -3.394 -0.026
C 3.131 -1.518 -5.322 -0.325
N 3.407 -1.884 -6.375 -0.414
C 1.696 -3.964 3.875 -1.056
O 0.669 -3.779 2.908 -0.078
C -0.613 -3.859 3.331 0.978
C -1.013 -4.165 4.626 -0.696
C -2.366 -4.224 4.936 -0.811
C -3.332 -3.966 3.977 -0.811
C -2.935 -3.634 2.690 -0.634
C -1.591 -3.581 2.366 0.139
N -1.170 -3.286 1.039 0.433
C -0.446 -2.199 0.719 -0.251
N -0.214 -1.327 1.682 1.021
C 0.728 -0.298 1.763 -0.041
C 1.392 0.236 0.663 0.098
C 2.298 1.281 0.978 -0.393
C 2.497 1.747 2.253 -1.730
C 1.797 1.202 3.333 -0.406
C 0.916 0.177 3.084 1.177
O 0.171 -0.462 4.030 -0.290
C 0.281 -0.018 5.375 -1.140
N 0.020 -2.037 -0.537 0.894
C -0.333 -3.120 -1.432 -1.831
C -1.465 -2.958 -2.226 -0.386
C -1.864 -3.927 -3.126 -0.987
C -1.111 -5.092 -3.231 -0.618
C 0.004 -5.269 -2.437 -0.585
C 0.409 -4.300 -1.516 1.221
O 1.483 -4.649 -0.771 -0.500
C 2.325 -3.700 -0.127 -0.121
H 2.634 -3.846 3.340 0.246
H 1.652 -4.964 4.310 0.396
H 1.627 -3.210 4.662 0.366
H -0.279 -4.373 5.391 0.463
H -2.661 -4.476 5.946 0.425
H -4.382 -4.018 4.226 0.421
H -3.666 -3.412 1.922 0.489
H -1.522 -3.850 0.280 0.181
H -0.659 -1.530 2.571 0.262
H 2.843 1.781 0.190 0.254
H 3.199 2.553 2.426 0.476
H 1.959 1.574 4.333 0.530
H -0.380 -0.656 5.955 0.304
H -0.040 1.021 5.471 0.376
H 1.305 -0.120 5.738 0.380
H -2.032 -2.043 -2.108 0.660
H -2.741 -3.777 -3.740 0.462
H -1.392 -5.864 -3.934 0.409
H 0.600 -6.169 -2.502 0.511
H 3.179 -4.276 0.219 0.354
H 1.845 -3.233 0.735 -0.159
H 2.669 -2.940 -0.832 0.044
C -3.520 2.621 2.394 -1.215
As -2.812 1.546 0.916 0.375
C -4.099 2.192 -0.427 -1.230
C -1.097 2.513 0.664 -0.736
C -0.723 3.530 -0.429 3.507
C -1.601 4.780 -0.312 -1.932
C -0.944 2.919 -1.810 -2.115
As -0.045 1.280 -2.449 1.220
C -1.552 0.470 -3.360 -1.288
C 0.994 1.894 -3.957 -1.387
C 0.759 3.877 -0.194 -0.877
As 1.756 5.436 -0.970 0.304
C 2.996 4.441 -2.123 -0.942
C 0.670 6.157 -2.445 -1.197
H -3.591 3.677 2.135 0.349
H -2.859 2.506 3.253 0.291
H -4.507 2.250 2.669 0.464
H -4.117 3.273 -0.558 0.339
H -5.077 1.878 -0.059 0.467
H -3.951 1.710 -1.389 0.283
H -0.375 1.710 0.616 -1.375
H -0.945 2.981 1.643 0.979
H -2.654 4.508 -0.243 0.265
H -1.479 5.447 -1.163 0.313
H -1.341 5.332 0.594 0.417
H -0.687 3.639 -2.588 0.171
H -1.996 2.669 -1.938 0.408
H -2.007 1.216 -4.012 0.544
H -2.284 0.143 -2.628 0.117
H -1.209 -0.377 -3.951 0.490
H 0.472 2.734 -4.417 0.574
H 1.074 1.078 -4.671 0.462
H 1.983 2.206 -3.639 0.212
H 1.371 2.990 -0.396 -0.668
H 0.868 4.056 0.879 0.828
H 3.521 3.678 -1.545 0.203
H 3.740 5.146 -2.493 0.517
H 2.498 3.985 -2.976 0.166
H -0.095 6.835 -2.075 0.369
H 0.214 5.400 -3.082 0.327
H 1.361 6.740 -3.056 0.414
```

LUMO energy (alpha / beta) = -4.89 / -4.89 eV
E_HOMO (alpha / beta) = -10.66 / -10.66 eV
Total charge = +1
Molecular weight = 1090.96 u